Computed, not measured: a molecular structure, C4H8O3Sm, with ωB97M-V/def2-TZVPD.

* ΔE to the lowest compared entry with this formula, charge and spin: 410.5 kJ/mol
* net charge: +2
* HOMO-LUMO gap (spin up / spin down): 6.525 / 10.599 eV
* electronic energy: -28303.45599 eV
* multiplicity: 7
* LUMO level (spin up / spin down): -10.5 / -9.2 eV

The geometry in XYZ format:
```
16
Properties=species:S:1:pos:R:3:forces:R:3
O 2.37506 1.35935 -0.51770 2.5 0.2 -1.4
C 2.65935 0.14707 -0.00036 1.7 -3.1 0.8
O 1.41490 -0.33365 0.66047 0.6 1.1 0.1
C 0.59414 -1.20113 -0.02026 0.5 1.2 0.5
C -0.83208 -0.91750 0.23270 1.2 -3.8 -1.7
O -1.08547 0.46160 -0.10061 0.1 -0.8 -0.3
C -2.46635 0.82619 -0.03458 -1.2 0.2 0.0
Sm 0.66539 1.86169 0.04868 -3.1 2.1 1.2
H 3.39935 0.16994 0.81652 -0.2 0.2 -0.4
H 2.93544 -0.61507 -0.75045 0.0 0.5 0.2
H -1.00657 -1.80045 -0.54713 -2.1 2.2 1.2
H -1.22162 -1.14155 1.23551 0.1 0.0 -0.4
H -2.52087 1.91140 -0.16410 -0.1 -0.1 0.0
H -3.01205 0.32045 -0.84081 0.1 0.2 0.2
H -2.87788 0.54950 0.94493 0.1 0.1 -0.3
H 0.97926 -1.59784 -0.96282 0.0 -0.1 0.4
```
Forces are in eV/Å.

Results of the Löwdin charge analysis, in e, for atoms 1 through 4: -0.28 -0.23 -0.17 -0.07